DFT (wB97M-V/def2-TZVPD) results for a cluster of 6 separate species, C47H86FIN2O13P in total at a distorted geometry.

Last columns: bonded neighbours and bond lengths (Å).
Element x y z (Å)
1 C 2.00 4.18 0.42  C2 1.378, H36 1.090, H37 1.083
2 C 0.73 3.98 -0.06  C1 1.378, C3 1.532, H38 1.086
3 C -0.32 3.09 0.62  C2 1.532, C4 1.575, O7 1.425, C30 1.545
4 C -1.31 4.11 1.29  C3 1.575, C5 1.525, H39 1.086, H40 1.090
5 C -1.16 5.59 0.96  C4 1.525, N6 1.489, H41 1.090, H42 1.084
6 N -2.29 6.28 1.65  C5 1.489, H43 1.010, H44 1.010
7 O 0.35 2.42 1.68  C3 1.425, C8 1.374
8 C 0.24 1.06 1.89  O7 1.374, F9 1.391, C10 1.552, H45 1.088
9 F -0.50 0.88 3.06  C8 1.391
10 C -0.34 0.19 0.75  C8 1.552, C11 1.565, P19 1.935, N22 1.511
11 C -0.82 -1.12 1.45  C10 1.565, O12 1.408, H46 1.087, H47 1.094
12 O 0.29 -1.63 2.15  C11 1.408, C13 1.390
13 C 0.51 -3.00 1.97  O12 1.390, C14 1.384, C18 1.379
14 C 1.81 -3.33 1.64  C13 1.384, C15 1.382, H48 1.082
15 C 2.19 -4.64 1.46  C14 1.382, C16 1.392, H49 1.081
16 C 1.25 -5.65 1.64  C15 1.392, C17 1.389, H50 1.075
17 C -0.06 -5.31 1.96  C16 1.389, C18 1.386, H51 1.080
18 C -0.43 -3.99 2.13  C13 1.379, C17 1.386, H52 1.084
19 P 1.28 -0.41 -0.12  C10 1.935, O20 1.645, I21 2.444
20 O 2.18 0.97 -0.15  P19 1.645, H53 0.974
21 I 1.01 -0.86 -2.51  P19 2.444
22 N -1.45 0.86 -0.02  C10 1.511, C23 1.498, C24 1.513, C30 1.527
23 C -2.59 1.16 0.91  N22 1.498, H54 1.086, H55 1.083, H56 1.083
24 C -1.96 0.00 -1.15  N22 1.513, C25 1.527, H57 1.086, H58 1.083
25 C -3.46 -0.16 -1.38  C24 1.527, C26 1.564, H59 1.086, H60 1.089
26 C -3.67 -0.79 -2.80  C25 1.564, C27 1.526, H61 1.087, H62 1.091
27 C -4.57 0.07 -3.67  C26 1.526, C28 1.546, H63 1.089, H64 1.092
28 C -6.00 0.23 -3.10  C27 1.546, C29 1.539, H65 1.087, H66 1.087
29 C -6.54 1.64 -3.45  C28 1.539, H67 1.091, H68 1.089, H69 1.089
30 C -0.93 2.22 -0.49  C3 1.545, N22 1.527, C31 1.534, H70 1.091
31 C -1.87 2.98 -1.44  C30 1.534, C32 1.562, H71 1.086, H72 1.088
32 C -1.21 3.35 -2.80  C31 1.562, C33 1.550, H73 1.090, H74 1.088
33 C -1.60 2.44 -3.99  C32 1.550, C34 1.538, C35 1.547, H75 1.087
34 C -2.34 3.24 -5.07  C33 1.538, H76 1.086, H77 1.092, H78 1.091
35 C -0.30 1.94 -4.67  C33 1.547, H79 1.086, H80 1.090, H81 1.090
36 H 2.27 5.12 0.92  C1 1.090
37 H 2.79 3.44 0.31  C1 1.083
38 H 0.45 4.53 -0.95  C2 1.086
39 H -1.19 4.01 2.37  C4 1.086
40 H -2.33 3.82 1.04  C4 1.090
41 H -1.27 5.81 -0.11  C5 1.090
42 H -0.27 6.04 1.37  C5 1.084
43 H -3.14 6.18 1.12  N6 1.010
44 H -2.03 7.25 1.73  N6 1.010
45 H 1.23 0.69 2.15  C8 1.088
46 H -1.67 -0.96 2.11  C11 1.087
47 H -1.11 -1.88 0.71  C11 1.094
48 H 2.51 -2.50 1.54  C14 1.082
49 H 3.22 -4.88 1.21  C15 1.081
50 H 1.56 -6.67 1.52  C16 1.075
51 H -0.77 -6.12 2.09  C17 1.080
52 H -1.45 -3.74 2.40  C18 1.084
53 H 3.09 0.63 -0.19  O20 0.974
54 H -2.26 1.68 1.80  C23 1.086
55 H -3.08 0.25 1.25  C23 1.083
56 H -3.33 1.80 0.44  C23 1.083
57 H -1.55 0.41 -2.08  C24 1.086
58 H -1.55 -1.00 -1.11  C24 1.083
59 H -4.04 0.76 -1.36  C25 1.086
60 H -3.87 -0.87 -0.67  C25 1.089
61 H -4.14 -1.77 -2.70  C26 1.087
62 H -2.69 -0.88 -3.27  C26 1.091
63 H -4.61 -0.35 -4.68  C27 1.089
64 H -4.17 1.08 -3.80  C27 1.092
65 H -6.04 0.12 -2.02  C28 1.087
66 H -6.64 -0.46 -3.64  C28 1.087
67 H -5.77 2.41 -3.36  C29 1.091
68 H -6.90 1.66 -4.47  C29 1.089
69 H -7.37 1.93 -2.80  C29 1.089
70 H -0.10 1.94 -1.14  C30 1.091
71 H -2.20 3.93 -1.03  C31 1.086
72 H -2.77 2.43 -1.70  C31 1.088
73 H -1.56 4.36 -3.05  C32 1.090
74 H -0.13 3.43 -2.71  C32 1.088
75 H -2.25 1.62 -3.72  C33 1.087
76 H -1.75 4.07 -5.44  C34 1.086
77 H -2.52 2.55 -5.89  C34 1.092
78 H -3.33 3.55 -4.72  C34 1.091
79 H 0.54 1.87 -3.98  C35 1.086
80 H -0.44 0.98 -5.17  C35 1.090
81 H -0.01 2.67 -5.43  C35 1.090
82 O 4.37 -1.34 1.02  C83 1.214
83 C 5.05 -1.55 2.00  O82 1.214, O84 1.328, C87 1.512
84 O 6.36 -1.65 1.85  C83 1.328, C85 1.439
85 C 7.29 -1.72 2.96  O84 1.439, C86 1.514, H88 1.090, H89 1.088
86 C 7.44 -3.14 3.47  C85 1.514, H90 1.090, H91 1.089, H92 1.090
87 C 4.44 -1.79 3.36  C83 1.512, H93 1.090, H94 1.088, H95 1.087
88 H 7.00 -1.02 3.74  C85 1.090
89 H 8.24 -1.37 2.56  C85 1.088
90 H 6.50 -3.53 3.86  C86 1.090
91 H 8.18 -3.17 4.27  C86 1.089
92 H 7.75 -3.80 2.67  C86 1.090
93 H 4.12 -2.84 3.43  C87 1.090
94 H 3.56 -1.16 3.47  C87 1.088
95 H 5.10 -1.56 4.19  C87 1.087
96 O 0.96 -7.35 -0.68  C97 1.201
97 C 1.34 -6.78 -1.66  O96 1.201, O98 1.346, C101 1.511
98 O 1.30 -5.43 -1.68  C97 1.346, C99 1.430
99 C 1.89 -4.65 -2.72  O98 1.430, C100 1.515, H102 1.091, H103 1.088
100 C 0.96 -4.48 -3.91  C99 1.515, H104 1.090, H105 1.091, H106 1.091
101 C 1.77 -7.54 -2.90  C97 1.511, H107 1.089, H108 1.087, H109 1.087
102 H 2.86 -5.06 -3.01  C99 1.091
103 H 2.09 -3.68 -2.27  C99 1.088
104 H 0.73 -5.44 -4.38  C100 1.090
105 H 1.41 -3.83 -4.66  C100 1.091
106 H 0.02 -4.04 -3.59  C100 1.091
107 H 0.89 -7.81 -3.47  C101 1.089
108 H 2.28 -8.44 -2.58  C101 1.087
109 H 2.46 -6.99 -3.54  C101 1.087
110 O 6.12 1.66 4.73  C111 1.201
111 C 5.14 2.36 4.66  O110 1.201, O112 1.342, C115 1.512
112 O 5.12 3.52 5.32  C111 1.342, C113 1.429
113 C 4.10 4.50 5.16  O112 1.429, C114 1.515, H116 1.091, H117 1.088
114 C 2.89 4.21 6.04  C113 1.515, H118 1.091, H119 1.091, H120 1.089
115 C 3.92 1.91 3.90  C111 1.512, H121 1.090, H122 1.089, H123 1.086
116 H 3.83 4.61 4.11  C113 1.091
117 H 4.55 5.45 5.46  C113 1.088
118 H 2.42 3.26 5.77  C114 1.091
119 H 2.15 5.00 5.94  C114 1.091
120 H 3.20 4.14 7.08  C114 1.089
121 H 3.33 1.25 4.55  C115 1.090
122 H 4.25 1.35 3.03  C115 1.089
123 H 3.28 2.71 3.54  C115 1.086
124 O 0.52 0.84 9.66  C125 1.197
125 C -0.25 0.37 8.87  O124 1.197, O126 1.352, C129 1.512
126 O 0.23 -0.10 7.70  C125 1.352, C127 1.427
127 C -0.56 -0.84 6.76  O126 1.427, C128 1.515, H130 1.091, H131 1.090
128 C -1.34 0.08 5.85  C127 1.515, H132 1.091, H133 1.091, H134 1.087
129 C -1.74 0.36 9.12  C125 1.512, H135 1.089, H136 1.087, H137 1.088
130 H -1.21 -1.55 7.28  C127 1.091
131 H 0.15 -1.42 6.18  C127 1.090
132 H -2.05 0.70 6.40  C128 1.091
133 H -1.89 -0.49 5.10  C128 1.091
134 H -0.66 0.76 5.33  C128 1.087
135 H -2.14 1.34 8.85  C129 1.089
136 H -1.90 0.20 10.19  C129 1.087
137 H -2.28 -0.42 8.60  C129 1.088
138 O -2.42 -2.87 -5.80  C139 1.201
139 C -2.19 -2.26 -6.81  O138 1.201, O140 1.349, C143 1.510
140 O -2.19 -0.91 -6.77  C139 1.349, C141 1.433
141 C -1.76 -0.09 -7.86  O140 1.433, C142 1.514, H144 1.091, H145 1.090
142 C -2.87 0.14 -8.86  C141 1.514, H146 1.090, H147 1.090, H148 1.090
143 C -1.99 -2.97 -8.12  C139 1.510, H149 1.089, H150 1.087, H151 1.087
144 H -0.86 -0.51 -8.32  C141 1.091
145 H -1.47 0.85 -7.41  C141 1.090
146 H -3.20 -0.79 -9.32  C142 1.090
147 H -2.54 0.81 -9.65  C142 1.090
148 H -3.74 0.58 -8.37  C142 1.090
149 H -2.97 -3.20 -8.55  C143 1.089
150 H -1.46 -3.90 -7.93  C143 1.087
151 H -1.40 -2.41 -8.85  C143 1.087

## Properties
LUMO (Eh): -0.095
Energy (a.u.): -3668.63781
Total charge: +1
Largest force on an atom (Eh/bohr): 0.044
Multiplicity: 1
Orbital gap (eV): 7.71